[1]
11
Properties=species:S:1:pos:R:3:forces:R:3:nbo_charge:R:1 method="wB97M-V/def2-TZVPD" smiles="F[C@H]1C=CSC1" homo_energy_ha=-0.3148 e_above_lowest_kj_mol=0.4 energy_ha=-653.44078
S -1.4297 -0.4699 -0.2606 0.55 -0.44 0.84 0.229
F 1.8758 -0.3166 -0.7625 -0.05 0.36 0.06 -0.368
C 1.1846 0.0378 0.4074 -0.29 0.31 0.27 0.151
C 0.3761 1.3031 0.2460 1.11 1.53 0.18 -0.286
C -0.9084 1.1752 -0.0360 -0.37 -0.09 -0.53 -0.321
C 0.1194 -1.0119 0.6665 -0.52 -1.24 -1.41 -0.519
H -0.1627 -1.0974 1.6916 -0.12 0.19 0.79 0.228
H 1.9636 0.1829 1.1946 -0.68 -0.53 -0.44 0.187
H 0.8269 2.3078 0.3456 -0.14 -0.77 -0.01 0.220
H 0.3518 -2.0376 0.2977 0.21 0.87 0.22 0.243
H -1.6167 1.9865 -0.2015 0.29 -0.20 0.02 0.238

***

[2]
11
Properties=species:S:1:pos:R:3:forces:R:3:nbo_charge:R:1 method="wB97M-V/def2-TZVPD" smiles="FC1CC(=S)C1" homo_energy_ha=-0.3223 e_above_lowest_kj_mol=103.7 energy_ha=-653.40143
S 2.2642 -0.0010 -0.0189 -1.90 0.15 -0.35 0.034
F -2.6129 -0.0186 -0.2745 0.14 -0.15 0.11 -0.357
C -0.4426 1.1204 -0.0033 1.07 -0.66 -0.83 -0.539
C -0.3907 -1.0946 -0.0085 0.41 1.22 0.37 -0.545
C 0.6160 0.0185 -0.1210 2.25 0.14 0.94 0.002
C -1.4058 -0.0161 0.4060 -1.47 0.16 1.26 0.224
H -0.1837 1.7282 0.8460 -0.01 0.87 -0.08 0.244
H -1.6708 -0.0157 1.5722 0.74 -0.02 -2.55 0.177
H -0.1491 -1.8491 0.6995 0.16 -0.71 0.55 0.240
H -0.4504 -1.5167 -0.9844 -0.84 -0.42 -0.87 0.256
H -0.5178 1.6669 -0.9987 -0.55 -0.58 1.45 0.263

***

[3]
13
Properties=species:S:1:pos:R:3:forces:R:3:mulliken_spin:R:1 method="wB97M-V/def2-TZVPD" homo_energy_ha="-0.6175 / -0.6165" multiplicity=2 e_above_lowest_kj_mol=164.2 energy_ha=-2237.42944 total_charge=+2
Ga -1.7500 2.6535 2.7657 -2.39 3.22 7.06 0.815
O 1.7572 -1.8457 -0.2007 -0.23 1.70 -0.57 0.001
O -1.3128 2.0980 1.3693 0.72 0.37 -5.37 0.152
C -0.5232 0.8382 -0.4574 -1.02 2.01 2.35 -0.003
C 1.3962 -0.6786 -0.4494 1.04 -2.53 1.63 0.000
C 0.0918 -0.3644 -0.9850 -2.86 -3.89 -1.08 0.007
C -0.8039 1.0198 0.8796 2.63 -4.69 -3.83 0.024
Li 1.0997 -3.5358 -0.2384 0.18 -0.20 -0.03 0.000
H -0.6408 1.6975 -1.1220 -0.33 -0.30 0.06 -0.001
H 0.0460 -0.5351 -2.0659 0.33 0.81 -0.04 0.000
H -0.5577 0.2087 1.5858 -0.34 0.33 -0.28 0.009
H 2.0476 0.1470 -0.1095 -0.05 -0.14 -0.46 0.000
H -0.8502 -1.7030 -0.9719 2.31 3.32 0.55 -0.002

***

[4]
10
Properties=species:S:1:pos:R:3:forces:R:3:nbo_charge:R:1 method="wB97M-V/def2-TZVPD" homo_energy_ha="-0.2785 / -0.3535" e_above_lowest_kj_mol=464.8 energy_ha=-452.87114
I 0.8917 2.2183 1.6122 0.25 -0.16 0.18 0.230
C 0.2372 0.6036 0.5565 -3.01 0.26 -0.84 -0.169
C -0.3255 -0.5752 -1.0430 1.50 2.22 1.54 -0.163
C 0.7837 -0.6896 0.0161 0.57 1.71 -1.02 -0.487
C -0.7387 0.6307 -0.5265 1.58 -1.84 1.21 -0.250
H -1.5170 1.2331 -0.8425 -1.22 1.57 -0.36 0.212
H 1.8181 -0.4499 -0.1770 0.53 -0.63 -0.98 0.214
H -1.4774 -0.5676 1.8440 0.24 0.22 0.01 -0.008
H -0.3837 -0.8732 -2.0315 -0.38 -1.24 -1.58 0.205
H 0.7117 -1.5303 0.5917 -0.07 -2.12 1.84 0.216

***

[5]
12
Properties=species:S:1:pos:R:3:forces:R:3:nbo_charge:R:1 method="wB97M-V/def2-TZVPD" homo_energy_ha=-0.3311 e_above_lowest_kj_mol=100.0 energy_ha=-1048.40421
I -3.2874 0.2266 0.1979 -0.01 0.66 0.21 0.162
I 1.2640 2.4523 1.7830 -0.66 -0.17 -0.93 0.117
I -1.6231 0.5429 3.3422 0.14 0.03 -1.11 0.190
C -0.4439 -0.3430 0.4926 0.83 -0.54 -0.20 -0.532
C 0.0182 0.6305 -0.5639 2.41 0.12 3.01 -0.449
C -1.4018 0.5956 1.1708 0.92 1.94 -0.76 -0.330
C -0.2343 1.8616 0.3270 0.18 -4.04 3.24 -0.223
H 0.9619 0.3959 -1.0589 0.06 0.46 0.19 0.227
H -0.6622 2.6487 -0.1463 -1.22 2.63 -0.94 0.183
H 0.3669 -0.5701 1.1549 0.61 -0.16 0.44 0.226
H -0.8198 -1.2528 0.0873 -0.50 -0.88 0.04 0.219
H -0.7120 0.8004 -1.2231 -2.74 -0.04 -3.20 0.210

***

[6]
11
Properties=species:S:1:pos:R:3:forces:R:3:nbo_charge:R:1 method="wB97M-V/def2-TZVPD" smiles="C=C=O.C=CI" homo_energy_ha=-0.3241 e_above_lowest_kj_mol=167.0 energy_ha=-528.25987
I 2.9898 -0.1521 0.1305 -0.52 0.38 0.03 0.135
O -0.8542 -2.4864 -1.1982 -0.57 0.46 -0.12 -0.447
C 0.7412 0.8716 -1.6152 -0.89 0.15 1.09 -0.405
C 1.2257 0.9055 -0.3457 -0.64 0.84 -1.85 -0.375
C -0.5865 -2.2960 -0.0922 2.47 -0.94 3.14 0.742
C -0.0443 -2.2589 1.1697 -1.51 -0.01 -2.93 -0.803
H -0.2036 1.3857 -1.9574 1.14 -0.18 0.93 0.212
H 0.8188 1.6342 0.3956 0.48 -1.02 -0.48 0.226
H 0.6119 -3.0061 1.5644 0.14 -0.60 -0.55 0.262
H 1.1124 0.2462 -2.4158 0.47 -0.17 0.27 0.208
H -0.2732 -1.4998 1.8545 -0.56 1.10 0.46 0.245

***

[7]
14
Properties=species:S:1:pos:R:3:forces:R:3:nbo_charge:R:1 method="wB97M-V/def2-TZVPD" homo_energy_ha="-0.2163 / -0.2161" e_above_lowest_kj_mol=472.7 energy_ha=-493.19764
Tl 0.2250 0.0113 1.7049 0.03 0.54 3.10 0.794
O -0.9756 0.8010 -0.0117 -1.26 -0.86 -1.21 -0.981
O 1.6673 -1.4413 0.6946 -0.24 0.67 0.83 -1.102
C -1.6444 1.8964 -0.2978 0.52 -1.24 -2.03 0.254
C 1.6559 -2.7096 0.1991 1.18 0.45 -1.57 0.111
C -1.8249 2.9614 0.5230 -0.41 1.85 2.15 -0.681
C 1.6646 -2.9128 -1.1484 -1.28 -0.51 1.25 -0.885
Li 2.7227 -0.6944 -0.5400 0.03 -0.99 -0.19 0.821
Li -0.0437 -0.5099 -0.9195 -0.07 -0.45 -0.54 0.784
H -1.1783 3.8362 0.4331 -1.01 0.46 -0.74 0.209
H 1.8465 -3.4505 0.9997 0.13 0.21 -0.37 0.169
H 0.6795 -2.6998 -1.5919 0.39 0.29 -0.98 0.166
H -2.1429 1.9164 -1.2838 1.05 -0.05 -0.45 0.130
H -2.6518 2.9957 1.2389 0.94 -0.39 0.75 0.210

***

[8]
13
Properties=species:S:1:pos:R:3:forces:R:3:mulliken_spin:R:1 method="wB97M-V/def2-TZVPD" homo_energy_ha="-0.6641 / -0.6747" multiplicity=3 e_above_lowest_kj_mol=190.0 energy_ha=-431.78557 total_charge=+2
Pt -2.0129 -1.3743 -1.7244 -4.24 -1.78 -3.54 0.797
O 0.6768 0.3770 -1.7596 -0.30 -1.22 0.56 0.087
O -0.7984 -0.9296 -0.4728 4.19 1.66 3.48 0.104
C -0.6173 0.1753 1.4986 -0.59 0.15 0.24 -0.005
C 0.4208 0.0228 -0.6516 -0.27 2.20 -0.90 0.117
C -1.4761 -0.6819 0.6442 0.28 -0.14 0.01 0.087
C 0.5778 0.6594 0.6818 0.60 -0.53 0.37 -0.110
Li 0.2005 -0.1113 -3.6116 0.27 0.21 -0.13 0.027
H -1.2672 0.9903 1.8634 0.23 -0.21 0.02 -0.001
H 0.6224 1.7496 0.5559 -0.04 -0.26 -0.16 0.000
H 1.5491 0.3421 1.0872 -0.26 0.17 0.11 0.054
H 2.4742 -0.8133 -0.5058 0.26 -0.31 0.01 0.846
H -0.3497 -0.4061 2.3947 -0.13 0.05 -0.06 -0.002

***

[9]
14
Properties=species:S:1:pos:R:3:forces:R:3:mulliken_spin:R:1 method="wB97M-V/def2-TZVPD" homo_energy_ha="-0.2894 / -0.2882" multiplicity=2 energy_ha=-656.38538
Mg 0.5380 1.8977 0.1119 2.19 -1.03 0.19 0.063
O 2.1235 1.5972 1.2471 -1.44 1.19 0.87 0.009
O 4.0396 1.0518 0.2037 -1.16 0.97 -0.15 0.006
O -1.4603 -0.3597 0.9127 -0.88 1.17 -0.14 0.221
O 2.1177 1.3444 -0.9330 -1.41 0.89 -1.09 0.021
C 2.8511 1.3899 0.1693 1.75 -2.31 0.22 0.000
C -1.6012 0.7791 0.2186 0.06 -0.08 -0.20 0.600
C -0.6263 -1.9134 -0.7257 -0.77 0.23 0.14 0.077
C -1.4017 -1.5954 0.3144 0.80 -1.16 -0.58 -0.046
H -1.8399 0.6916 -0.8483 -0.03 0.03 0.34 0.017
H -0.2907 -1.1870 -1.4680 0.64 -0.10 0.64 0.003
H -0.3904 -2.9655 -0.8808 -0.53 0.27 -0.34 -0.001
H -2.0396 1.5821 0.8226 0.11 -0.23 -0.14 0.028
H -2.0198 -2.3128 0.8555 0.67 0.16 0.25 0.002

***

[10]
10
Properties=species:S:1:pos:R:3:forces:R:3:nbo_charge:R:1 method="wB97M-V/def2-TZVPD" smiles=C#CC.C#N homo_energy_ha=-0.3607 e_above_lowest_kj_mol=355.2 energy_ha=-210.02844
N 1.2348 -1.3670 0.0175 0.92 -2.07 -2.41 -0.331
C -1.4951 0.1282 -0.6835 0.87 -0.43 1.80 -0.316
C 0.2919 0.8762 1.0530 -0.05 0.54 1.75 -0.714
C 0.9256 -1.5304 -1.0942 0.06 1.12 2.71 0.089
C -0.7117 0.2485 0.2417 -1.69 0.69 -1.91 0.048
H -0.1798 1.1816 2.0412 0.87 -0.12 -1.15 0.240
H 1.2111 0.2971 1.2071 -0.71 0.05 0.26 0.272
H 0.5943 1.7156 0.4449 0.10 0.76 0.31 0.243
H 0.2494 -1.2060 -1.8476 0.24 -0.52 -0.86 0.242
H -2.1203 -0.3440 -1.3802 -0.62 -0.01 -0.51 0.227

***

[11]
10
Properties=species:S:1:pos:R:3:forces:R:3:nbo_charge:R:1 method="wB97M-V/def2-TZVPD" smiles="C1=CCN=C1" homo_energy_ha=-0.3549 e_above_lowest_kj_mol=71.0 energy_ha=-210.13669
N -0.0742 1.4082 0.2323 -0.24 -0.26 -0.12 -0.380
C 1.0473 0.4823 0.2688 0.11 -0.03 0.01 -0.320
C -0.8650 -0.7664 0.2761 0.10 -0.01 0.04 -0.291
C 0.4655 -0.8947 0.3808 -0.09 0.05 -0.08 -0.164
C -1.1288 0.6764 0.1819 0.02 0.16 -0.01 0.046
H 1.8031 0.7506 1.0150 -0.22 -0.02 -0.01 0.230
H 1.5266 0.5946 -0.7140 0.16 -0.10 0.10 0.244
H -2.1133 1.1236 0.0582 0.11 -0.06 0.11 0.193
H 1.0343 -1.8112 0.4940 -0.07 0.16 -0.10 0.220
H -1.6134 -1.5503 0.2560 0.12 0.12 0.06 0.223

***

[12]
10
Properties=species:S:1:pos:R:3:forces:R:3:nbo_charge:R:1 method="wB97M-V/def2-TZVPD" homo_energy_ha=-0.3482 e_above_lowest_kj_mol=192.3 energy_ha=-210.09049
N -0.3647 -1.5484 -0.6786 2.01 -3.66 1.66 -0.553
C -0.3736 0.7479 -0.1818 -1.76 -1.85 -1.85 -0.135
C 0.6044 0.5199 0.8594 0.07 0.21 2.78 -0.678
C -0.8492 -0.3068 -0.9222 0.05 2.88 -0.21 -0.080
C 0.2655 -2.4663 -0.2236 -1.87 2.30 -1.44 0.304
H -0.6271 1.7544 -0.5081 -0.14 -0.20 0.27 0.219
H -1.4903 -0.1901 -1.8175 0.41 -0.07 0.83 0.223
H 0.7368 -0.4919 1.2613 -0.37 0.17 -0.52 0.237
H 1.5080 0.8133 0.4481 2.32 0.33 -0.93 0.233
H 0.5902 1.1679 1.7629 -0.72 -0.10 -0.59 0.229

***

[13]
10
Properties=species:S:1:pos:R:3:forces:R:3:nbo_charge:R:1 method="wB97M-V/def2-TZVPD" smiles="C=CCC#N" homo_energy_ha=-0.3830 e_above_lowest_kj_mol=249.1 energy_ha=-210.06885
N 2.6440 -0.7340 -0.1387 0.48 -0.64 -0.01 -0.328
C -0.3826 -0.4015 0.5060 -2.17 2.65 -0.22 -0.153
C 0.6371 0.8302 0.1389 -3.14 -3.44 -2.73 -0.541
C -1.5459 -0.4267 -0.1599 1.81 2.00 -2.78 -0.384
C 1.7492 -0.0400 0.0215 2.20 0.94 0.25 0.256
H -1.5064 0.3464 -1.0111 -0.62 -0.91 1.29 0.168
H -0.1906 -1.0269 1.3257 0.64 -0.78 0.97 0.212
H 0.2913 0.7652 -1.0263 0.90 1.80 2.67 0.270
H -2.3621 -1.0837 -0.3787 -0.12 -0.78 1.10 0.224
H 0.6659 1.7711 0.7227 0.00 -0.84 -0.53 0.275

***

[14]
10
Properties=species:S:1:pos:R:3:forces:R:3:nbo_charge:R:1 method="wB97M-V/def2-TZVPD" homo_energy_ha="-0.3241 / -0.3241" e_above_lowest_kj_mol=579.6 energy_ha=-209.94297
N 2.1206 -0.6442 0.0543 0.17 -1.38 0.31 -0.411
C -1.9396 -0.0959 -0.0247 -2.73 1.05 0.90 -0.453
C -1.1424 -1.1043 -0.0847 4.51 3.77 -0.45 -0.040
C 0.9344 -0.3557 -0.1530 -2.58 -0.43 -0.95 0.221
C 1.8420 0.8157 -0.0253 -1.61 1.25 1.29 -0.357
H 2.3421 1.5175 -0.7021 -0.48 -0.85 -0.52 0.196
H -3.0708 -0.2960 0.1983 2.06 0.37 -0.68 0.232
H -1.0414 -2.1101 -0.1437 -0.14 -2.69 0.06 0.204
H 1.5958 1.2882 0.9309 0.92 0.22 0.03 0.160
H -1.6407 0.9847 -0.0501 -0.12 -1.31 0.01 0.247

***

[15]
11
Properties=species:S:1:pos:R:3:forces:R:3:nbo_charge:R:1 method="wB97M-V/def2-TZVPD" homo_energy_ha="-0.5688 / -0.5709" e_above_lowest_kj_mol=514.5 energy_ha=-264.41944 total_charge=+1
N 2.1515 -0.5691 -0.0655 0.30 -3.94 -0.83 -0.184
N 2.0461 0.7059 0.0560 -1.99 2.28 0.76 0.048
C 1.1637 -1.3187 0.0543 -0.74 6.07 0.85 0.274
C 0.7581 1.0971 -0.0246 1.88 2.77 0.44 -0.163
C -0.2063 0.1061 0.1229 3.22 -1.08 0.28 0.316
C -1.5862 0.1145 -0.0100 -3.23 -0.20 1.16 -0.790
H -2.2124 -0.3053 0.9214 1.50 0.92 -1.58 0.354
H -2.1062 0.9847 -0.4897 0.77 -0.53 0.72 0.292
H 1.0156 -2.2939 -0.0827 -0.55 -3.84 -0.57 0.226
H -1.7621 -0.7456 -0.6460 -0.24 -0.75 -0.62 0.338
H 0.7382 2.2244 0.1640 -0.91 -1.70 -0.60 0.290

***

[16]
14
Properties=species:S:1:pos:R:3:forces:R:3:nbo_charge:R:1 method="wB97M-V/def2-TZVPD" homo_energy_ha=-0.1159 e_above_lowest_kj_mol=471.6 energy_ha=-813.50388 total_charge=-1
S -3.5235 0.4521 1.0622 -1.40 -1.11 0.83 -0.421
O -0.1015 1.3923 -0.6427 -1.67 0.46 0.72 -0.669
O -1.7887 -2.6048 -0.8720 0.30 -0.36 0.09 -0.533
N 1.3204 -0.6955 -0.6770 0.52 -3.31 2.63 -0.605
N -2.1362 1.1947 0.4776 1.92 0.75 -1.40 -0.747
C 2.1862 -0.1012 0.3810 -2.56 0.73 1.13 -0.413
C 0.0609 -1.1896 -0.2216 2.62 3.76 1.48 -0.258
C -1.0035 0.8036 -0.0602 2.04 -1.09 -0.76 0.746
C -0.8441 -1.9554 -0.5926 -2.95 -1.59 -1.19 0.577
H 1.0207 0.0954 -1.1128 -0.68 2.81 -2.37 0.383
H 2.7948 0.6441 -0.0507 0.96 0.63 -0.86 0.184
H 2.7896 -0.7125 1.0268 0.05 -0.94 -0.17 0.184
H 1.5060 0.5056 1.0550 0.69 -0.67 -0.30 0.180
H -2.2811 2.1712 0.2268 0.16 -0.07 0.17 0.392

***

[17]
15
Properties=species:S:1:pos:R:3:forces:R:3:nbo_charge:R:1 method="wB97M-V/def2-TZVPD" smiles="C=C(C#N)C#N.O=[PH](O)O" homo_energy_ha=-0.3805 e_above_lowest_kj_mol=21.8 energy_ha=-832.01499
P 0.0939 1.5109 -1.0302 -0.20 0.79 0.90 2.165
O 1.6774 1.5865 -1.2858 -1.80 0.30 -1.77 -0.947
O -0.3455 3.0708 -0.8484 -0.18 -0.73 -0.43 -1.007
O -0.2062 0.7062 0.1668 -0.27 1.40 -0.50 -1.132
N 2.2184 -1.1182 1.4166 1.56 0.32 0.39 -0.301
N -1.7128 -1.0028 2.7456 -0.55 0.16 0.08 -0.257
C 1.1273 -1.2546 1.1344 -1.84 -0.64 -0.79 0.299
C -0.5932 -2.0068 -0.4014 0.01 -1.50 -1.64 -0.259
C -0.2567 -1.5449 0.7619 2.04 0.08 0.67 -0.213
C -1.1624 -1.2233 1.7652 -0.79 -0.03 1.80 0.268
H -0.9308 3.3534 -0.1042 0.64 -0.93 -0.80 0.539
H -0.3875 0.9008 -2.2202 0.06 0.97 0.29 -0.096
H -1.6210 -2.3065 -0.5631 0.10 0.22 -0.36 0.222
H 1.9102 1.4873 -0.3864 1.75 -0.27 2.02 0.501
H 0.1889 -2.1589 -1.1509 -0.53 -0.13 0.14 0.219

***

[18]
17
Properties=species:S:1:pos:R:3:forces:R:3:nbo_charge:R:1 method="wB97M-V/def2-TZVPD" smiles="CNS(=O)(=O)n1c([O-])coc1=O" homo_energy_ha=-0.1413 e_above_lowest_kj_mol=0.0 energy_ha=-1039.35589 total_charge=-1
S 1.3749 -1.6289 0.4641 -1.70 0.62 0.19 2.464
O 0.5495 0.9660 1.8177 0.47 -0.15 -0.25 -0.767
O 1.8273 -2.1939 1.6861 0.13 0.04 0.44 -0.931
O 3.8564 -0.3476 -1.1173 0.81 -0.19 -0.15 -0.630
O 1.5414 -2.3508 -0.7392 0.46 -0.34 -1.05 -0.939
O 3.0850 1.6921 -0.5300 0.56 -0.85 0.31 -0.476
N -0.2366 -1.2409 0.6364 0.86 1.74 1.66 -0.921
N 2.0678 -0.0951 0.3029 -0.41 0.63 0.83 -0.769
C 1.4887 1.0665 0.9540 -1.04 0.93 0.23 0.485
C 2.0864 2.1465 0.3568 -0.34 -2.72 -0.13 -0.198
C -0.9026 -0.6552 -0.5421 0.23 -2.03 -2.38 -0.436
C 3.1230 0.3411 -0.4647 -0.47 -0.15 -1.53 0.879
H 2.2260 3.1087 0.6615 -0.05 2.27 0.80 0.183
H -2.0098 -0.4547 -0.3665 1.28 -1.12 -0.15 0.202
H -0.6105 -1.4044 -1.5404 -1.38 2.20 2.87 0.209
H -0.5592 0.3320 -0.7967 0.71 0.52 -0.11 0.190
H -0.1409 -0.3875 1.4447 -0.11 -1.40 -1.59 0.455

***

[19]
12
Properties=species:S:1:pos:R:3:forces:R:3:nbo_charge:R:1 method="wB97M-V/def2-TZVPD" homo_energy_ha="-0.3138 / -0.3168" e_above_lowest_kj_mol=459.9 energy_ha=-606.07644
P -3.0456 -0.3151 -0.4838 -1.21 -0.27 0.94 0.480
N 0.8646 1.0472 1.1202 0.36 1.15 1.54 -0.526
N 1.9383 0.3607 -0.6772 -3.64 0.12 1.08 -0.516
C -2.4819 0.4978 0.8107 3.56 1.12 -1.05 -0.575
C -0.0521 0.5531 0.2981 -2.45 -0.33 0.44 0.192
C 2.0209 0.9208 0.5249 0.42 0.36 1.13 0.177
C 0.5586 0.0510 -0.7916 1.12 0.43 -0.18 -0.216
H 2.9901 1.1169 0.9379 0.12 0.40 0.35 0.187
H -2.5606 1.3175 1.5401 -0.08 -0.99 -0.18 0.224
H -4.4778 -0.3068 -0.0304 0.97 0.13 -0.50 -0.048
H 0.1654 -0.4331 -1.6005 -0.73 -1.06 -1.99 0.209
H 2.7241 -0.0150 -1.0829 1.56 -1.05 -1.60 0.410

***

[20]
12
Properties=species:S:1:pos:R:3:forces:R:3:nbo_charge:R:1 method="wB97M-V/def2-TZVPD" homo_energy_ha=-0.3207 e_above_lowest_kj_mol=276.9 energy_ha=-606.14613
P -0.7911 1.0737 1.1374 1.78 -0.86 1.03 0.940
N -0.8084 -0.7611 0.6607 -0.08 0.80 1.95 -0.706
N 0.3673 1.1344 -0.1999 -1.72 1.41 -0.63 -0.751
C 0.6511 -0.9973 0.5605 -0.33 1.18 -0.59 -0.076
C -1.3470 -0.4167 -0.6486 0.61 -0.72 -0.74 -0.094
C -0.6306 0.5910 -1.1693 1.05 0.59 -2.25 -0.079
C 1.2469 0.0824 0.0505 1.88 -2.22 0.51 -0.075
H 2.3149 0.1232 -0.1970 -0.52 0.33 0.14 0.218
H 1.1454 -1.9013 0.8610 -0.35 -0.36 0.08 0.222
H -2.1292 -1.1088 -1.0331 0.72 1.05 0.02 0.240
H -0.3681 0.9897 -2.2091 -1.49 -0.71 1.46 0.242
H 0.3488 1.1909 2.1870 -1.56 -0.49 -0.97 -0.082